Below is the ion C3H3N2O2 with charge -1 at a distorted geometry, with properties calculated with ωB97M-V/def2-TZVPD.

Computed properties:
HOMO energy (spin up / spin down) in Ha: -0.1285 / -0.1284
Multiplicity: 1
LUMO energy (spin up / spin down) in hartree: 0.1293 / 0.1293
Net charge: -1

Atoms and positions in Å:
1 C 1.462 -0.027 0.017
2 C 1.667 1.311 -0.036
3 C -2.107 -0.124 0.005
4 N 0.146 -0.343 -0.012
5 N -0.723 0.535 0.085
6 O -3.038 0.658 -0.042
7 O -2.051 -1.360 -0.002
8 H 2.141 -0.895 0.006
9 H 2.746 1.572 0.056
10 H -0.245 -1.327 -0.076

---

Below is the molecule C2H6P2 at a distorted geometry, with properties calculated with ωB97M-V/def2-TZVPD.

Computed properties:
HOMO energy in Ha: -0.3304
Multiplicity: 1
LUMO energy in hartree: 0.0396
Net charge: 0

Atoms and positions in Å:
1 P 1.843 0.333 0.122
2 C 0.124 -0.178 -0.510
3 C -0.773 -0.924 0.449
4 P -1.292 0.835 0.093
5 H 1.463 1.161 1.203
6 H 2.061 1.747 -0.460
7 H 0.177 -0.657 -1.504
8 H -1.496 -1.633 0.137
9 H -0.169 -1.032 1.436
10 H -1.938 0.348 -0.965

---

Below is the molecule C5H7NO2 at a distorted geometry, with properties calculated with ωB97M-V/def2-TZVPD.

Computed properties:
HOMO energy in Ha: -0.3539
Multiplicity: 1
LUMO energy in hartree: 0.0302
Net charge: 0

Atoms and positions in Å:
1 C 0.614 1.536 1.183
2 C 0.604 0.400 0.505
3 C 1.872 -0.081 -0.207
4 O 2.494 0.596 -0.945
5 O 2.161 -1.401 -0.107
6 N -0.666 -0.712 0.314
7 C -1.908 -0.130 0.046
8 C -1.138 -0.740 -1.017
9 H -0.195 2.158 1.536
10 H 1.561 2.022 1.193
11 H 1.686 -1.961 0.496
12 H -2.178 0.915 -0.126
13 H -2.851 -0.693 0.220
14 H -1.430 -1.705 -1.406
15 H -0.625 -0.204 -1.686

---

Below is a cluster of 14 separate species, C42H84O42 in total at a distorted geometry, with properties calculated with ωB97M-V/def2-TZVPD.

Computed properties:
HOMO energy in Ha: -0.3779
Multiplicity: 1
LUMO energy in hartree: 0.0200
Net charge: 0

Atoms and positions in Å:
1 C 9.639 0.626 -2.106
2 O 8.332 0.756 -2.587
3 C 7.409 0.214 -1.756
4 O 7.648 -0.228 -0.576
5 O 6.234 0.291 -2.430
6 C 5.149 -0.154 -1.775
7 H 10.181 1.130 -2.906
8 H 10.010 -0.381 -1.917
9 H 9.918 1.134 -1.182
10 H 5.173 -1.242 -1.732
11 H 4.179 0.021 -2.242
12 H 5.180 0.290 -0.779
13 C -5.924 2.636 1.773
14 O -5.240 3.317 0.724
15 C -5.924 4.199 -0.005
16 O -7.125 4.532 0.122
17 O -5.072 4.618 -0.967
18 C -5.390 5.665 -1.896
19 H -6.958 2.364 1.563
20 H -5.900 3.234 2.684
21 H -5.423 1.684 1.950
22 H -5.529 6.617 -1.384
23 H -6.300 5.380 -2.424
24 H -4.580 5.882 -2.591
25 C 4.100 -1.226 -5.636
26 O 2.690 -1.041 -5.693
27 C 1.778 -1.468 -4.747
28 O 2.065 -2.167 -3.836
29 O 0.554 -1.149 -5.074
30 C -0.552 -1.619 -4.382
31 H 4.536 -1.052 -6.620
32 H 4.439 -2.224 -5.359
33 H 4.502 -0.473 -4.958
34 H -0.542 -2.685 -4.155
35 H -1.508 -1.499 -4.892
36 H -0.610 -1.170 -3.390
37 C -7.568 2.883 7.048
38 O -6.718 1.665 6.838
39 C -5.708 1.710 5.941
40 O -5.661 2.597 5.104
41 O -4.853 0.710 6.188
42 C -3.679 0.622 5.354
43 H -8.360 2.622 7.750
44 H -8.037 3.104 6.090
45 H -7.005 3.769 7.341
46 H -2.892 1.197 5.842
47 H -3.718 0.914 4.304
48 H -3.492 -0.451 5.325
49 C 1.987 2.620 3.034
50 O 2.237 2.996 4.319
51 C 1.159 3.172 5.151
52 O -0.033 3.023 4.865
53 O 1.635 3.586 6.374
54 C 0.658 3.780 7.428
55 H 2.948 2.673 2.524
56 H 1.272 3.313 2.591
57 H 1.608 1.601 2.957
58 H 0.133 2.825 7.403
59 H 0.036 4.601 7.073
60 H 1.069 4.127 8.376
61 C 0.685 -4.864 -2.380
62 O 1.297 -5.879 -3.154
63 C 2.521 -5.908 -3.640
64 O 3.402 -5.010 -3.450
65 O 2.753 -7.022 -4.349
66 C 4.025 -7.364 -4.863
67 H -0.068 -5.210 -1.672
68 H 0.059 -4.361 -3.117
69 H 1.407 -4.212 -1.888
70 H 4.226 -6.950 -5.851
71 H 4.078 -8.435 -5.056
72 H 4.772 -7.068 -4.126
73 C -1.654 -3.870 2.289
74 O -0.761 -3.157 3.183
75 C -1.381 -2.046 3.777
76 O -2.538 -1.722 3.554
77 O -0.311 -1.359 4.321
78 C -0.440 0.009 4.510
79 H -1.822 -4.886 2.646
80 H -1.191 -4.114 1.332
81 H -2.591 -3.384 2.016
82 H -0.827 0.382 3.562
83 H 0.581 0.392 4.543
84 H -1.070 0.290 5.353
85 C -0.794 3.670 -5.505
86 O -0.475 3.934 -4.161
87 C 0.318 3.149 -3.497
88 O 0.926 2.192 -3.919
89 O 0.346 3.670 -2.237
90 C 1.328 3.093 -1.323
91 H -1.791 3.986 -5.814
92 H -0.728 2.589 -5.625
93 H -0.067 4.098 -6.195
94 H 2.143 3.810 -1.229
95 H 1.605 2.082 -1.621
96 H 0.810 3.111 -0.364
97 C 1.283 -0.783 -1.255
98 O 0.078 -0.062 -0.861
99 C -0.198 0.308 0.352
100 O 0.301 -0.040 1.407
101 O -1.353 0.953 0.307
102 C -2.091 1.136 1.424
103 H 2.070 -0.249 -1.789
104 H 0.999 -1.561 -1.963
105 H 1.902 -1.309 -0.528
106 H -2.421 0.163 1.788
107 H -2.929 1.751 1.095
108 H -1.735 1.771 2.235
109 C -3.127 -1.282 -0.821
110 O -3.780 -2.249 -1.694
111 C -3.323 -3.498 -1.664
112 O -2.671 -4.044 -0.713
113 O -3.526 -4.082 -2.808
114 C -3.220 -5.460 -3.024
115 H -3.456 -0.252 -0.962
116 H -2.052 -1.290 -1.002
117 H -3.375 -1.622 0.184
118 H -3.678 -5.918 -2.147
119 H -2.165 -5.666 -2.843
120 H -3.596 -5.896 -3.949
121 C 2.680 -2.185 3.195
122 O 3.930 -1.574 3.525
123 C 4.571 -0.845 2.596
124 O 4.113 -0.470 1.507
125 O 5.851 -0.703 3.080
126 C 6.780 0.007 2.340
127 H 2.741 -2.725 2.250
128 H 1.950 -1.401 2.991
129 H 2.393 -2.863 3.999
130 H 7.653 -0.607 2.119
131 H 7.180 0.719 3.062
132 H 6.410 0.706 1.590
133 C 3.915 -3.923 0.034
134 O 4.225 -4.908 1.031
135 C 3.269 -5.816 1.319
136 O 2.164 -5.837 0.832
137 O 3.709 -6.853 2.196
138 C 5.072 -7.030 2.593
139 H 4.541 -3.033 -0.022
140 H 2.935 -3.528 0.301
141 H 3.884 -4.328 -0.978
142 H 4.896 -7.739 3.402
143 H 5.472 -6.155 3.106
144 H 5.748 -7.322 1.789
145 C -3.769 0.439 -6.581
146 O -3.242 1.347 -5.676
147 C -3.269 1.094 -4.395
148 O -3.543 0.045 -3.847
149 O -3.161 2.350 -3.778
150 C -3.060 2.352 -2.339
151 H -4.748 0.162 -6.190
152 H -3.140 -0.446 -6.680
153 H -3.824 0.946 -7.544
154 H -3.091 3.411 -2.085
155 H -2.129 1.856 -2.064
156 H -3.853 1.747 -1.899
157 C -1.596 5.872 -0.828
158 O -1.987 6.299 0.434
159 C -2.355 5.286 1.253
160 O -2.278 4.084 0.996
161 O -2.830 5.828 2.366
162 C -3.555 5.025 3.285
163 H -2.063 4.977 -1.239
164 H -0.516 5.735 -0.877
165 H -1.721 6.695 -1.532
166 H -3.117 4.029 3.347
167 H -4.556 4.886 2.876
168 H -3.551 5.465 4.282

---

We obtain relative energy (zero: lowest compared OMol25 entry of this formula, charge and spin) values of 384.2, 71.9, 315.8, 631.3 kJ/mol for the records listed above, in that order.